(1)
2 unconnected molecules or ions with the total composition C17H31BrNO3P2 in a non-equilibrium geometry. Source: the Open Molecules 2025 dataset; level of theory: ωB97M-V/def2-TZVPD.

Last column: Mulliken charge in e.
Positions of all 55 atoms, in Å:
C -0.06970 -1.33712 4.62371  -1.3312
C -0.58206 -2.19680 3.43828  0.1682
C -1.84440 -3.06373 3.84437  -0.8988
C -3.01724 -2.77372 2.86000  -0.7806
C -2.74260 -3.29600 1.42077  -0.3541
C -3.52631 -2.43867 0.35126  -0.8847
C -2.60399 -1.35845 -0.30071  -0.3603
C -2.14711 -1.75007 -1.75754  -0.8053
C -0.79344 -2.53034 -1.71951  -0.7349
C 0.41512 -1.80324 -2.39345  -0.9701
C 0.37476 -0.24463 -2.26019  -0.2215
P 2.02539 0.41891 -2.90547  0.1518
P 3.32829 -1.19448 -3.69237  0.2481
O 4.42199 -0.47193 -4.73051  -0.4068
Br 4.50840 -1.85553 -1.86188  -0.1036
H 0.59785 -0.54857 4.22199  0.3521
H -0.88546 -0.82281 5.15850  0.3502
H 0.52139 -1.92561 5.34455  0.3242
H -0.88817 -1.60769 2.55533  -0.0969
H 0.23912 -2.86003 3.10662  0.2604
H -1.50859 -4.11732 3.77808  0.2849
H -2.13176 -2.87891 4.89343  0.4585
H -3.17597 -1.67770 2.82560  0.3634
H -3.92540 -3.22514 3.29807  0.3816
H -3.12172 -4.33207 1.35676  0.3955
H -1.66686 -3.29326 1.16961  0.1390
H -4.31503 -1.91152 0.91983  0.3852
H -3.99836 -3.11155 -0.38061  0.4095
H -3.16708 -0.41306 -0.39914  0.4891
H -1.73482 -1.16310 0.35831  -0.0442
H -2.90793 -2.46578 -2.11880  0.4635
H -2.15990 -0.88232 -2.43459  0.4000
H -0.47461 -2.79956 -0.69715  0.2198
H -0.91755 -3.49504 -2.24659  0.3807
H 0.49993 -2.05301 -3.46663  0.4466
H 1.32826 -2.14073 -1.85934  0.3250
H 0.33907 0.09758 -1.20961  0.4062
H -0.40245 0.23831 -2.87384  0.4543
H 2.68670 1.17950 -1.89164  0.1438
H 1.80798 1.32529 -3.98197  0.2447
H 5.26269 -0.94080 -4.67525  0.3528
C 2.78224 3.97325 -1.61401  -0.1021
C 1.52190 3.62962 -1.13607  0.2979
C 0.86283 4.46658 -0.24740  -0.6063
C 1.47548 5.64419 0.15070  -0.0599
C 2.73519 5.99459 -0.31299  -0.4246
C 3.38958 5.15178 -1.19993  -0.6259
N 0.77250 6.53982 1.06952  1.0183
O -0.31614 6.19161 1.46766  -0.5951
O 1.31996 7.57352 1.37255  -0.5908
H 3.29527 3.32265 -2.31386  0.3086
H 1.04777 2.71032 -1.45792  0.0604
H -0.11683 4.19518 0.12071  0.4568
H 3.21101 6.91211 0.00379  0.4665
H 4.37079 5.41549 -1.57105  0.3901

Properties
HOMO level, eV: -12.641
LUMO energy, eV: -4.4
Net charge: +1
Frontier orbital gap, eV: 8.22

***

(2)
C16H25NO2 in the gas phase. Source: the Open Molecules 2025 dataset; level of theory: ωB97M-V/def2-TZVPD.

Last column: Mulliken charge in e.
Positions of all 44 atoms, in Å:
C -6.61021 -1.52253 -1.07783  -1.2871
C -5.93058 -1.05994 0.20506  -0.3414
C -4.82681 -0.04531 -0.07873  -0.3936
C -4.15517 0.43379 1.21003  -0.8325
O -3.15344 1.39997 0.97585  -0.4370
C -1.94199 1.01657 0.48286  0.8716
C -1.06454 2.05947 0.17424  -0.6170
C 0.19386 1.79653 -0.31749  -0.3352
C 0.62284 0.48685 -0.51190  0.0710
C -0.24525 -0.54379 -0.19549  -1.1000
C -1.51811 -0.29274 0.29245  -0.2349
H -2.15818 -1.12967 0.52400  0.3795
H 0.06605 -1.57039 -0.33306  0.3278
C 1.99883 0.21953 -1.06141  -0.6305
N 2.99148 1.02815 -0.37345  0.0465
C 4.27270 1.10851 -1.04139  -0.9744
C 5.12202 -0.16362 -0.90958  -0.5207
H 6.08719 -0.02183 -1.39758  0.3245
C 5.33037 -0.49091 0.57202  -0.0976
C 3.96615 -0.59600 1.25985  -0.5314
C 3.15844 0.68883 1.02573  -0.9291
H 2.16818 0.59833 1.47689  0.4530
H 3.67722 1.52591 1.50407  0.3768
H 4.10156 -0.75921 2.32968  0.3113
H 3.42318 -1.45532 0.85561  0.2847
O 6.11429 -1.65002 0.75863  -0.5633
H 5.65080 -2.40020 0.36813  0.3571
H 5.91221 0.31094 1.04097  0.2882
H 4.61537 -1.00074 -1.39885  0.2858
H 4.10391 1.34012 -2.09580  0.4588
H 4.81945 1.94514 -0.59341  0.4146
H 2.20404 -0.86289 -1.01465  0.2570
H 2.01968 0.51262 -2.11711  0.4485
H 0.86962 2.60503 -0.54900  0.3989
H -1.40254 3.07159 0.33180  0.4261
H -3.75528 -0.41590 1.77821  0.3502
H -4.88852 0.94711 1.83913  0.3789
H -4.07725 -0.48983 -0.73706  0.3927
H -5.24390 0.82224 -0.59413  0.2814
H -5.50519 -1.92322 0.72260  0.3161
H -6.67246 -0.61027 0.86869  0.2964
H -7.39159 -2.24572 -0.85711  0.3791
H -5.88894 -1.98864 -1.74544  0.3265
H -7.05948 -0.67853 -1.59605  0.3231

Properties
HOMO level, eV: -8.224
Energy relative to the best compared isomer or geometry (same formula, charge and spin), kJ/mol: 83.7
LUMO energy, eV: 0.8
Frontier orbital gap, eV: 9.06

***

(3)
6 unconnected molecules or ions with the total composition C37H78BF4INO11P2 in a non-equilibrium geometry. Source: the Open Molecules 2025 dataset; level of theory: ωB97M-V/def2-TZVPD.

Last column: Mulliken charge in e.
Positions of all 135 atoms, in Å:
C 5.18865 -1.10030 -0.20179  -1.3561
C 4.46668 -0.59094 -1.43029  0.6181
O 4.13123 0.76465 -1.26072  -0.4403
C 3.09095 1.18282 -2.12045  0.4771
C 2.29690 2.32338 -1.51042  -0.7708
O 0.95141 2.00994 -1.71594  -0.0569
C 0.01098 2.66643 -0.88047  -1.9732
P -1.45434 1.53418 -0.39782  2.2858
C -2.59922 2.96132 0.16187  -1.3659
C -1.95987 4.25049 0.65173  -0.7378
C -3.03936 5.07807 1.32515  -1.3399
I -2.22054 6.93312 2.06463  -0.0938
C -0.61621 1.32147 1.36042  -0.2624
C -1.29718 1.67121 2.52723  -0.3495
C -0.71763 1.48752 3.79893  -1.1455
C 0.56931 0.92789 3.81373  -0.4800
C 1.17558 0.63383 2.59638  -1.1643
N 0.63372 0.79672 1.38241  0.3432
C -2.14468 1.71281 -2.26705  0.2534
F -1.39645 1.12624 -3.22312  -0.1125
F -3.41270 1.27569 -2.44133  -0.2843
F -2.19846 3.03552 -2.67789  -0.3129
O -2.79107 0.50132 0.03132  -1.3574
C -2.58152 -0.89963 0.07138  1.4890
C -2.49808 -1.31332 1.54393  -0.7336
C -3.56766 -0.69388 2.42376  -1.7459
C -3.90737 -1.41112 -0.51787  -2.4478
C -4.21186 -2.91315 -0.45661  0.3583
C -5.19578 -3.35264 0.61937  -1.6921
F -3.07058 -3.70308 -0.33818  -0.3899
C -1.30204 -1.12271 -0.78434  1.0418
P -1.55327 -2.02137 -2.39067  0.1755
O -2.53816 -1.54382 -3.38721  -0.6050
B -0.10653 -2.08103 -0.16735  1.0235
C -0.27039 -3.43532 0.60727  -1.0241
O 1.19111 -1.70577 -0.42668  -0.3306
O -0.64792 0.09108 -0.93831  -0.1458
H 4.50717 -1.43359 0.56683  0.2725
H 5.80394 -1.94162 -0.50172  0.3745
H 5.84464 -0.33207 0.18086  0.2905
H 5.15227 -0.68156 -2.26994  0.2500
H 3.58377 -1.19642 -1.58790  -0.2108
H 3.49147 1.51522 -3.07928  0.1946
H 2.40908 0.37350 -2.34182  -0.1896
H 2.55477 3.26403 -2.00449  0.1803
H 2.56329 2.38892 -0.45797  0.2918
H -0.34207 3.52042 -1.46025  0.6711
H 0.48933 3.10484 -0.01399  0.7424
H -3.25756 3.23486 -0.65407  0.7841
H -3.27562 2.54248 0.88940  0.5059
H -1.61706 4.83918 -0.18832  0.5359
H -1.12655 4.11444 1.32776  0.5336
H -3.75032 5.37807 0.57524  0.5462
H -3.53398 4.54685 2.12136  0.4566
H -2.28398 2.08743 2.53053  0.4541
H -1.24300 1.75817 4.69652  0.4926
H 1.08358 0.72850 4.73829  0.4769
H 2.17602 0.22767 2.62720  0.5567
H -1.54262 -1.05714 1.98776  0.6992
H -2.58127 -2.38248 1.68200  0.2852
H -3.65425 0.37155 2.27944  -0.0446
H -4.54833 -1.11107 2.23501  0.3709
H -3.34500 -0.90038 3.46518  0.4958
H -3.97375 -1.12015 -1.55468  0.5428
H -4.72785 -0.90578 -0.03670  0.7727
H -4.67036 -3.19195 -1.39731  0.4052
H -5.78729 -4.16824 0.22280  0.4373
H -5.88344 -2.55493 0.84921  0.3644
H -4.68984 -3.72764 1.49764  0.3571
H -1.69729 -3.38131 -2.06806  0.0355
H -0.24817 -1.94506 -2.94284  -0.3218
H -0.22199 -4.28100 -0.07358  0.3161
H 0.58280 -3.55010 1.26943  0.2151
H -1.16124 -3.56019 1.20100  0.2652
H 1.34468 -1.70510 -1.37541  0.0938
C -6.01355 0.94498 4.95039  -1.2691
C -5.78794 2.23870 4.18128  1.0371
C -6.41899 3.42810 4.89095  -1.5106
O -6.31214 2.12469 2.86089  -0.5213
H -7.08215 0.72708 5.03796  0.3862
H -5.55347 0.10841 4.42460  0.1868
H -5.59010 1.00205 5.95467  0.3487
H -4.71653 2.41009 4.06652  -0.0116
H -7.50124 3.29205 4.97326  0.3643
H -6.24716 4.34437 4.32588  0.3617
H -6.00963 3.55558 5.89437  0.3732
H -7.25926 1.97164 2.93237  0.3197
C 3.78126 2.59227 5.54609  -1.1935
C 4.01711 1.09816 5.71403  0.4508
C 5.25093 0.82228 6.55873  -1.4804
O 4.13576 0.48169 4.43591  -0.4191
H 4.62713 3.05501 5.03065  0.3566
H 2.89305 2.77060 4.93981  0.2527
H 3.65171 3.08624 6.51104  0.3935
H 3.14604 0.64250 6.18731  0.2839
H 6.14254 1.23215 6.07684  0.3665
H 5.40202 -0.25154 6.66942  0.3403
H 5.15945 1.26556 7.55199  0.3759
H 4.89243 0.86411 3.97981  0.3145
C -5.96129 -1.41193 -7.16019  -1.2592
C -5.36575 -2.64669 -6.50103  0.3696
C -3.90305 -2.43579 -6.15361  -0.9230
O -5.52061 -3.78116 -7.36599  -0.5619
H -5.43882 -1.19053 -8.09531  0.3174
H -7.01238 -1.57550 -7.40416  0.3242
H -5.88465 -0.54171 -6.50795  0.3449
H -5.92511 -2.88104 -5.59519  0.2732
H -3.32040 -2.24433 -7.06156  0.3731
H -3.48854 -3.32593 -5.68246  0.2462
H -3.76780 -1.59857 -5.47141  0.1817
H -5.03044 -3.59263 -8.17159  0.3398
C 1.94049 -1.42380 -6.24324  -1.4593
C 2.52863 -0.18244 -5.58981  0.9848
C 2.84110 0.89287 -6.61880  -1.5003
O 3.70959 -0.52219 -4.86154  -0.4402
H 2.65384 -1.85735 -6.95136  0.4024
H 1.72333 -2.18333 -5.49205  0.3141
H 1.01914 -1.19124 -6.77830  0.3691
H 1.82505 0.21044 -4.85495  -0.0410
H 3.58196 0.52966 -7.33819  0.3600
H 3.26142 1.77341 -6.13280  0.3482
H 1.94530 1.19068 -7.16501  0.3837
H 4.35587 -0.87623 -5.48021  0.2947
C 10.43973 -1.80899 2.29923  -1.2701
C 8.94148 -2.02983 2.14344  0.3786
C 8.63079 -3.45848 1.72222  -1.2523
O 8.40493 -1.11401 1.19341  -0.4831
H 10.95144 -1.97983 1.34801  0.3354
H 10.64454 -0.78110 2.59943  0.3141
H 10.86541 -2.48169 3.04563  0.3748
H 8.44197 -1.81249 3.08542  0.2571
H 9.08777 -3.67857 0.75324  0.3322
H 7.55525 -3.59702 1.61445  0.2906
H 9.00481 -4.17873 2.45180  0.3978
H 8.82603 -1.28664 0.34560  0.3279

Properties
HOMO level, eV: -5.158
LUMO energy, eV: 2.2
Net charge: -1
Frontier orbital gap, eV: 7.31